# 1
{"formula": "C19H20Cl2FN5NiO6", "method": "ωB97M-V/def2-TZVPD", "s2": 2.005, "e_above_lowest_ev": 0.212, "homo_lumo_gap_ha": [0.305, 0.304], "total_energy_ev": -108569.729, "e_homo_ev": [-8.8, -8.8], "spin_multiplicity": 3, "charge": 0, "species": ["H", "C", "C", "C", "N", "N", "C", "H", "Cl", "N", "F", "O", "H", "C", "H", "H", "C", "H", "H", "C", "H", "H", "C", "C", "C", "H", "C", "H", "O", "H", "C", "N", "O", "O", "Ni", "C", "Cl", "H", "C", "H", "C", "C", "H", "H", "H", "C", "C", "C", "H", "O", "H", "N", "O", "H"], "positions_angstrom": [[-0.244, 0.320, 4.944], [-0.803, 0.174, 2.824], [-1.198, -1.518, -0.569], [-3.094, -2.261, -1.913], [0.691, 1.822, 3.821], [-4.594, -5.419, -2.160], [-2.959, 3.614, -1.649], [-5.197, 2.501, 1.061], [4.124, 2.018, 0.037], [-2.521, 3.622, -0.341], [-4.616, 3.254, -3.246], [-6.293, 2.457, -1.162], [3.544, 2.979, -2.019], [1.660, 0.237, 2.273], [-2.239, 3.911, -2.398], [0.847, 2.472, 4.586], [-2.216, -1.273, -1.498], [1.712, 0.979, 1.478], [2.765, 1.613, 3.498], [-1.112, -2.824, -0.069], [-3.877, -2.046, -2.629], [0.463, -1.411, 2.577], [1.896, 1.677, -1.500], [-3.871, -4.589, -1.825], [-1.970, -3.835, -0.474], [-1.259, 0.856, 2.117], [3.399, 1.993, -1.598], [-1.084, 4.818, 0.632], [-2.942, 3.118, 1.844], [-0.345, -3.079, 0.659], [-4.200, 3.248, -1.976], [-4.597, 2.820, 0.314], [0.444, 3.005, 1.499], [1.126, 2.521, -1.930], [0.070, -0.128, -0.029], [1.891, 0.969, 3.581], [4.225, 0.822, -2.635], [2.463, -0.474, 2.089], [-2.969, -3.551, -1.400], [2.007, 0.305, 4.439], [-0.492, 0.953, 4.090], [-1.138, 3.946, -0.014], [-1.538, -0.599, 3.041], [0.515, 2.377, 2.901], [-0.598, 4.131, -0.942], [-5.155, 2.809, -0.967], [-0.432, 2.764, 0.636], [-3.324, 3.185, 0.687], [-1.338, 1.590, 4.340], [-0.802, 1.632, 0.232], [-1.877, -4.839, -0.079], [0.367, -0.481, 2.188], [1.631, 0.548, -0.961], [-2.333, -0.277, -1.914]]}

=====

# 2
{"formula": "C19H20ClCsN2O7", "method": "ωB97M-V/def2-TZVPD", "e_above_lowest_ev": 0.000, "homo_lumo_gap_ha": 0.247, "total_energy_ev": -50414.422, "e_homo_ev": -2.7, "charge": -2, "species": ["C", "O", "H", "C", "O", "C", "H", "Cs", "C", "H", "C", "H", "C", "C", "H", "N", "O", "H", "H", "C", "C", "O", "C", "C", "H", "H", "H", "H", "C", "O", "O", "C", "H", "H", "C", "H", "C", "C", "H", "H", "C", "H", "Cl", "H", "C", "H", "C", "H", "O", "N"], "positions_angstrom": [[3.585, -2.906, -2.900], [-2.958, -0.688, -2.837], [5.661, -2.829, -3.447], [0.484, 3.315, 5.024], [-0.896, 0.619, 1.044], [1.217, 2.995, 1.332], [0.742, 2.303, 5.339], [-0.289, -0.893, -1.563], [3.963, -5.683, -2.792], [-2.728, 1.924, -1.533], [1.002, 3.586, 3.639], [-0.605, 3.389, 5.039], [-3.893, -1.313, -2.274], [1.743, 4.723, 3.338], [-1.946, 1.882, 0.630], [-3.362, -0.226, -0.058], [-4.877, -1.865, -2.803], [-4.815, 0.705, -1.226], [-3.077, -2.229, -0.509], [0.741, 2.703, 2.601], [-3.806, -1.440, -0.728], [-2.594, 2.599, 0.432], [-3.038, -0.424, 1.345], [-1.552, -0.225, 1.728], [4.129, -6.754, -2.758], [-4.864, 1.158, 0.487], [-3.596, 0.287, 1.967], [1.977, 5.450, 4.109], [2.739, -5.160, -2.506], [2.590, -0.710, -2.840], [1.294, -3.317, -2.327], [4.837, -3.484, -3.183], [-4.779, -1.787, -0.345], [-3.329, -1.426, 1.675], [2.448, -3.737, -2.553], [1.000, 2.293, 0.533], [3.535, -1.463, -2.995], [-3.361, 2.161, -0.669], [0.177, 1.787, 2.730], [0.889, 4.024, 5.747], [2.183, 4.920, 2.039], [1.910, -5.806, -2.243], [6.603, -5.531, -3.515], [2.768, 5.801, 1.789], [5.031, -4.833, -3.140], [-4.026, 2.986, -0.949], [-4.190, 0.928, -0.357], [4.525, -1.018, -3.252], [-1.129, -0.872, 2.699], [1.937, 4.080, 1.037]]}

=====

# 3
{"formula": "C19H20ClN3O4", "method": "ωB97M-V/def2-TZVPD", "e_above_lowest_ev": 0.902, "homo_lumo_gap_ha": 0.318, "smiles": "CCOc1ccc(NC(=O)CCC(=O)NNC(=O)c2ccccc2Cl)cc1", "total_energy_ev": -45211.304, "e_homo_ev": -8.0, "charge": 0, "species": ["H", "H", "H", "C", "H", "N", "H", "H", "C", "H", "H", "C", "H", "C", "C", "C", "O", "C", "C", "H", "H", "C", "H", "Cl", "C", "H", "O", "C", "C", "C", "H", "H", "H", "C", "O", "O", "C", "H", "C", "N", "H", "C", "H", "N", "C", "C", "H"], "positions_angstrom": [[0.069, -5.797, 0.113], [3.149, 5.350, -0.870], [1.151, -4.803, 1.126], [2.539, 0.111, -0.551], [3.481, 1.850, 0.211], [-1.375, -1.856, 1.707], [1.492, 5.004, 0.936], [3.993, 3.855, -0.419], [-2.685, -0.081, 0.726], [2.269, 3.494, 1.406], [-5.658, 0.861, 2.045], [1.081, 1.803, -2.179], [-2.956, 3.109, -0.389], [1.603, -0.421, -1.426], [0.880, 0.443, -2.247], [2.440, 4.475, 0.970], [-1.167, -1.431, -0.498], [0.382, -4.782, 0.354], [2.743, 1.479, -0.483], [0.493, -2.664, 1.651], [3.105, -0.543, 0.091], [-4.733, 0.940, 1.495], [-1.457, 1.142, -0.507], [-4.373, -1.612, 2.235], [1.521, -2.728, -0.565], [-5.065, 2.961, 0.899], [2.139, 3.700, -1.333], [-1.710, -1.200, 0.563], [-0.827, -3.996, 0.827], [2.017, 2.343, -1.294], [0.699, -2.030, -2.268], [3.131, 5.027, 1.602], [0.137, -3.996, -1.644], [0.932, -4.093, -0.904], [2.103, -2.530, 0.488], [-1.969, -4.263, 0.543], [-2.376, 1.103, 0.061], [0.144, 0.041, -2.928], [-3.217, 2.197, 0.126], [-0.491, -2.929, 1.626], [1.732, -4.707, -1.328], [-4.397, 2.114, 0.846], [-1.979, -1.821, 2.519], [1.348, -1.797, -1.529], [-3.879, -0.152, 1.440], [3.016, 4.353, -0.438], [0.523, 2.478, -2.809]]}

=====

# 4
{"formula": "C19H20FN4O2RuS2Se2", "method": "ωB97M-V/def2-TZVPD", "s2": 6.052, "e_above_lowest_ev": 0.000, "homo_lumo_gap_ha": [0.252, 0.207], "total_energy_ev": -187745.873, "e_homo_ev": [-4.5, -5.1], "spin_multiplicity": 5, "charge": -1, "species": ["C", "C", "H", "C", "S", "C", "C", "H", "N", "H", "O", "N", "C", "H", "H", "H", "C", "O", "Se", "H", "C", "F", "H", "C", "H", "N", "H", "H", "H", "C", "S", "C", "Se", "H", "Ru", "C", "H", "H", "N", "H", "H", "C", "C", "H", "C", "C", "C", "H", "C", "H", "C"], "positions_angstrom": [[-3.273, -0.451, 2.933], [4.616, -3.390, -0.547], [3.900, -1.021, 1.853], [-0.631, -1.891, -1.492], [-1.870, 0.957, -0.570], [3.752, -2.288, 0.101], [0.695, 3.192, 1.529], [3.214, -1.335, -1.757], [-3.989, -0.883, 3.723], [-3.103, -2.753, -3.085], [4.359, -2.958, 2.394], [0.239, -0.912, -1.571], [2.358, -2.887, 0.286], [-0.747, -1.403, -4.648], [5.603, -2.974, -0.796], [4.759, -4.193, 0.188], [-0.530, -1.373, -3.600], [3.995, -3.891, -1.715], [2.918, 0.616, -0.173], [4.759, -0.790, -1.072], [4.398, -1.918, 1.453], [0.537, 6.527, 0.122], [3.450, -3.013, 2.720], [0.311, -0.573, -2.883], [-0.932, -2.385, -0.586], [-5.210, -0.230, -0.094], [0.834, 2.463, -1.772], [4.441, -4.701, -1.975], [1.883, -2.992, -0.692], [-2.397, 0.072, 1.974], [-0.802, 0.414, 2.522], [0.690, 4.432, -0.953], [1.110, -1.915, 1.467], [5.458, -1.688, 1.298], [0.615, 0.356, 0.500], [-2.121, -3.212, -2.952], [-1.871, -3.785, -3.846], [0.538, 5.166, 2.356], [-1.123, -2.213, -2.700], [-2.169, -3.884, -2.096], [2.449, -3.882, 0.733], [0.614, 4.573, 1.457], [3.732, -1.079, -0.831], [0.684, 4.935, -1.908], [-2.838, 0.294, 0.681], [-4.153, -0.008, 0.303], [0.772, 3.053, -0.861], [0.947, 0.221, -3.217], [0.755, 2.416, 0.376], [0.692, 2.727, 2.511], [0.611, 5.169, 0.212]]}

=====

# 5
{"formula": "C19H20N2O4", "method": "ωB97M-V/def2-TZVPD", "e_above_lowest_ev": 0.114, "homo_lumo_gap_ha": 0.348, "smiles": "O=C(O)CCC(=O)Nc1ccccc1C(=O)NCCc1ccccc1", "total_energy_ev": -31200.063, "e_homo_ev": -8.8, "charge": 0, "species": ["H", "C", "H", "C", "H", "H", "C", "H", "H", "C", "H", "C", "C", "C", "H", "C", "C", "H", "H", "O", "C", "H", "C", "H", "H", "H", "H", "C", "C", "C", "C", "H", "O", "C", "H", "C", "H", "C", "C", "H", "N", "O", "H", "N", "O"], "positions_angstrom": [[5.019, 0.231, -1.026], [-5.230, -0.964, 0.700], [0.175, 2.252, -0.779], [-3.901, -0.743, 0.390], [-4.263, 1.870, -1.713], [-5.501, -1.762, 1.376], [-1.518, 1.519, 0.254], [-2.049, 2.474, 0.201], [-1.528, -0.400, -0.705], [-2.089, 0.533, -0.774], [2.094, 3.506, 1.206], [3.069, 0.603, -0.240], [-6.215, -0.165, 0.144], [4.382, 0.953, -0.545], [0.857, -1.146, 2.332], [0.845, 1.206, 0.830], [-3.539, 0.277, -0.480], [-3.130, -1.368, 0.818], [5.883, 2.462, -0.460], [0.594, 0.549, 1.829], [3.207, -1.804, -0.840], [2.539, -3.736, 1.002], [2.245, 1.537, 0.401], [-1.629, 1.104, 1.258], [1.526, -0.708, -0.506], [1.450, -2.732, -1.686], [1.124, -4.391, 0.140], [4.862, 2.208, -0.221], [4.044, 3.137, 0.399], [-5.863, 0.855, -0.724], [2.283, -3.002, -1.033], [2.865, -3.796, -1.501], [4.410, -1.897, -0.907], [0.859, -2.416, 0.911], [-1.972, 0.948, -1.779], [1.729, -3.500, 0.313], [-6.627, 1.480, -1.163], [-4.532, 1.075, -1.032], [2.739, 2.798, 0.707], [-7.254, -0.337, 0.384], [-0.105, 1.746, 0.048], [1.278, -2.006, 2.089], [4.419, 4.119, 0.646], [2.532, -0.641, -0.589], [-0.080, -1.928, 0.322]]}